(1)
This record from the Open Molecules 2025 dataset describes an isolated molecule of C19H22N4O4S. The level of theory is ωB97M-V with the def2-TZVPD basis set.

Last column: Mulliken charge in e.
Atoms and positions in Å:
C -3.29800 -2.41822 -1.51605  -0.96
C -4.26526 -1.31630 -1.93427  -0.64
C -3.73134 0.08467 -1.63098  -0.34
C -3.76742 0.41761 -0.14028  0.04
H -4.79966 0.37292 0.21086  0.38
H -3.19391 -0.31420 0.42768  -0.01
C -3.22113 1.81473 0.16536  -1.16
N -1.82621 1.95195 -0.19234  -0.14
C -0.82572 1.84055 0.70219  0.15
O -1.00276 1.70864 1.90147  -0.69
C 0.55431 1.86265 0.13191  1.10
C 1.56284 2.48686 0.86013  -0.55
C 2.88665 2.32966 0.50949  -0.69
C 3.22748 1.50760 -0.56316  -0.25
C 2.21881 0.96927 -1.35926  -0.56
C 0.89387 1.14819 -1.01341  -0.62
H 0.12661 0.67063 -1.60614  0.30
H 2.50116 0.36951 -2.20953  0.68
N 4.54273 1.10521 -0.78893  -0.31
S 4.81927 -0.57861 -0.68009  1.23
O 6.13442 -0.69645 -0.12989  -0.72
O 4.54181 -1.17679 -1.94757  -0.64
C 3.53565 -1.03822 0.47894  0.04
C 3.57390 -0.49562 1.75303  -0.56
C 2.44211 -0.49150 2.55579  -1.14
C 1.28077 -1.02276 2.02385  0.65
N -0.00179 -1.09105 2.50404  0.02
C -0.83114 -1.68210 1.57453  -0.09
O -2.01901 -1.86587 1.65622  -0.63
N -0.01521 -2.04539 0.51817  0.07
C 1.27419 -1.63361 0.75038  0.53
C 2.40154 -1.63883 -0.04366  -0.71
H 2.42453 -2.04810 -1.03940  0.50
H -0.35574 -2.50484 -0.30943  0.19
H -0.35809 -0.58656 3.29954  0.30
H 2.45448 -0.04781 3.53748  0.42
H 4.49752 -0.06096 2.10069  0.51
H 5.22793 1.59105 -0.22715  0.42
H 3.66578 2.79346 1.09690  0.34
H 1.29277 3.06084 1.73331  0.48
H -1.60113 2.05448 -1.16817  0.34
H -3.79501 2.57570 -0.37227  0.47
H -3.28755 2.00386 1.23889  0.39
H -4.33259 0.82107 -2.17200  0.32
H -2.70641 0.15421 -2.00475  0.04
H -4.45295 -1.39823 -3.00812  0.34
H -5.21798 -1.45564 -1.42036  0.33
H -3.10156 -2.37818 -0.44813  0.21
H -2.35677 -2.31504 -2.05580  0.22
H -3.71677 -3.39442 -1.74971  0.39

As for the SMILES: CCCCCNC(=O)c1ccc(NS(=O)(=O)c2ccc3[nH]c(=O)[nH]c3c2)cc1. The calculation puts the relative energy (zero: lowest compared OMol25 entry of this formula, charge and spin) at 0.523 eV. The largest force on an atom is 0.0194 Eh/bohr. The value obtained for the HOMO-LUMO gap is 9.03 eV.

(2)
This record from the Open Molecules 2025 dataset describes an isolated molecule of C5H8OS2 at a distorted geometry. The level of theory is ωB97M-V with the def2-TZVPD basis set.

Last column: Mulliken charge in e.
Atoms and positions in Å:
C 0.01851 1.56614 2.19645  -0.55
C 0.79421 2.07100 0.10318  -0.15
C 1.14618 0.93075 -0.46422  -0.45
C 0.50440 -0.45110 -0.16098  0.20
C -0.98082 -0.71636 0.16679  -0.32
H 1.20475 1.23534 2.53623  0.25
H -0.52847 0.49712 2.29187  0.18
H -0.38001 2.20597 3.06431  0.27
H 1.34559 2.95260 -0.32988  0.28
H 1.79580 0.81778 -1.24098  0.45
H -1.11180 -1.78257 0.72827  0.29
H -1.39248 0.10578 0.85344  0.13
H -1.12547 -1.93958 -1.79964  0.15
O -0.07382 2.33480 1.08398  -0.32
S 1.38801 -1.77763 -0.36879  -0.19
S -1.89502 -0.92071 -1.24514  -0.22

As for the SMILES: CO/C=C\C(=S)CS. The calculation puts the relative energy (zero: lowest compared OMol25 entry of this formula, charge and spin) at 3.671 eV. The largest force on an atom is 0.1234 Eh/bohr. The value obtained for the HOMO-LUMO gap is 8.14 eV.

(3)
This record from the Open Molecules 2025 dataset describes a structure of composition C8H9N3 at a distorted geometry. The level of theory is ωB97M-V with the def2-TZVPD basis set.

Last column: Mulliken charge in e.
Atoms and positions in Å:
C -0.77730 0.72259 0.20232  -0.81
C 1.65565 0.43304 0.04752  0.56
C 0.53387 1.37951 0.06496  0.74
C 1.36804 -0.96001 0.07999  0.12
C -0.93909 -0.62364 -0.06636  0.64
C 3.01584 0.61595 -0.18195  -0.50
C 3.17453 -1.55398 0.01770  0.12
C -2.21768 -1.33662 -0.10954  -1.13
N 3.78561 -0.53129 -0.04962  -0.25
N 0.19444 -1.45461 0.02235  0.00
N 0.84917 2.69011 0.02340  -0.31
H -1.72114 1.38178 0.08204  0.28
H 3.43772 1.67368 -0.35465  0.31
H 3.45006 -2.63911 0.01480  0.39
H -2.39595 -2.18948 0.62186  0.37
H -3.03513 -0.63702 -0.09141  0.32
H -1.95395 -1.74727 -1.18433  0.36
H 0.03938 -2.47777 0.07480  0.34
H 0.17286 3.40541 0.09845  0.26
H 1.75651 3.06781 -0.30986  0.19

The calculation puts the relative energy (zero: lowest compared OMol25 entry of this formula, charge and spin) at 0.887 eV. The largest force on an atom is 0.1079 Eh/bohr. The value obtained for the HOMO-LUMO gap is 7.49 eV. The net charge is +2.

(4)
This record from the Open Molecules 2025 dataset describes an isolated molecule of C3H9P3 at a distorted geometry. The level of theory is ωB97M-V with the def2-TZVPD basis set.

Last column: Mulliken charge in e.
Atoms and positions in Å:
C -0.18619 0.97931 -1.36837  -0.99
C -0.85843 0.27318 2.64552  -1.10
C 0.52329 -1.92286 -1.37144  -1.05
P 1.30556 -2.21426 2.57501  -0.08
P 0.57595 -0.58709 1.66122  0.01
P -0.53178 -0.66435 -0.37217  0.17
H -0.75887 1.10104 -2.28198  0.36
H 0.80724 0.85690 -1.71846  0.30
H -0.31153 1.87409 -0.71858  0.29
H -0.70876 -0.17351 3.53472  0.43
H -1.90656 0.12526 2.28326  0.34
H -0.69218 1.35450 2.65075  0.30
H 0.24997 -3.02416 -0.93946  0.30
H 1.67228 -1.84707 -1.40838  0.32
H 0.15773 -1.87402 -2.38682  0.38

As for the SMILES: CP(C)P(C)#P. The calculation puts the relative energy (zero: lowest compared OMol25 entry of this formula, charge and spin) at 0.000 eV. The largest force on an atom is 0.0766 Eh/bohr. The value obtained for the HOMO-LUMO gap (spin up / spin down) is 6.24 / 6.24 eV.

(5)
This record from the Open Molecules 2025 dataset describes an isolated molecule of C3H4ClNOS at a distorted geometry. The level of theory is ωB97M-V with the def2-TZVPD basis set.

Last column: Mulliken charge in e.
Atoms and positions in Å:
C -0.50617 -0.95397 0.69305  -0.18
C 0.01711 0.44208 0.33200  0.41
C 1.43699 0.53446 0.70113  -0.63
H -3.30771 -1.34939 -0.51529  0.38
H 0.24771 -1.65421 1.14852  0.32
H 1.96307 1.39656 0.47932  0.35
H 1.60593 0.39556 1.75956  0.33
N -1.59941 -1.54266 0.07887  -0.34
O -2.52817 -0.73722 -0.36149  -0.25
S -0.94226 1.68461 -0.18217  -0.22
Cl 2.37063 -0.54008 -0.46909  -0.17

As for the SMILES: O/N=C\C(=S)CCl. The calculation puts the relative energy (zero: lowest compared OMol25 entry of this formula, charge and spin) at 3.387 eV. The largest force on an atom is 0.1180 Eh/bohr. The value obtained for the HOMO-LUMO gap is 7.62 eV.

(6)
This record from the Open Molecules 2025 dataset describes a cluster of 29 separate species, H58O29 in total at a distorted geometry. The level of theory is ωB97M-V with the def2-TZVPD basis set.

Last column: Mulliken charge in e.
Atoms and positions in Å:
O 2.50329 2.84662 -1.20154  -0.56
H 2.26110 2.48607 -2.05452  0.25
H 3.01612 3.62800 -1.40813  0.24
O 5.45819 -1.65907 1.52933  -0.61
H 4.87875 -0.91707 1.35639  0.25
H 6.26019 -1.26295 1.87007  0.27
O -1.17698 -3.26366 -1.93514  -0.56
H -1.50642 -3.45833 -2.81251  0.21
H -1.88286 -3.53464 -1.34815  0.27
O -2.27760 -0.61961 -4.02327  -0.56
H -2.80095 -0.20652 -4.71007  0.26
H -2.38831 -1.55907 -4.16950  0.23
O 4.36753 -0.62092 4.18600  -0.60
H 5.10992 -0.01898 4.23852  0.30
H 3.70601 -0.14305 3.68575  0.30
O -6.02382 1.76326 -1.85865  -0.58
H -5.07140 1.66799 -1.86389  0.35
H -6.17153 2.70344 -1.96095  0.27
O -3.67639 -2.44006 1.79482  -0.61
H -3.62754 -1.82786 1.06063  0.26
H -3.35934 -1.93924 2.54640  0.35
O 2.18468 -0.37168 2.24693  -0.31
H 2.20244 -1.31474 2.40987  0.28
H 1.27780 -0.18744 2.00229  0.06
O -0.41022 2.53919 -1.36471  -0.57
H 0.10473 1.89847 -1.85513  0.11
H -0.13158 3.38687 -1.71116  0.31
O -2.37181 -3.20727 4.73427  -0.64
H -2.17227 -2.40882 4.24550  0.46
H -1.54109 -3.68159 4.76856  0.28
O -4.56145 3.98050 -0.08364  -0.61
H -4.78602 3.22858 0.46447  0.42
H -5.40571 4.33336 -0.36461  0.27
O -5.07778 1.96521 1.57616  -0.68
H -4.37250 1.79440 2.20037  0.28
H -5.86219 2.05112 2.11796  0.27
O -4.25536 -2.76213 -1.57164  -0.62
H -4.27307 -2.34978 -2.43530  0.24
H -4.61112 -2.09795 -0.98127  0.40
O 1.18488 -2.36795 -1.08393  -0.50
H 1.27328 -2.64018 -0.17051  0.20
H 0.27521 -2.56603 -1.30641  0.44
O 3.81220 0.51053 0.27583  -0.60
H 3.29624 0.17929 1.01088  0.42
H 3.59161 1.44072 0.22766  0.21
O 4.77433 -2.27515 -2.77908  -0.60
H 4.53740 -1.35099 -2.70132  0.39
H 4.88373 -2.41654 -3.71945  0.30
O 0.23213 -0.02369 -2.69237  -0.56
H 0.48011 -0.85992 -2.29806  0.18
H -0.44913 -0.24963 -3.32566  0.30
O 4.42853 0.25643 -2.32481  -0.51
H 5.13381 0.89603 -2.22613  0.23
H 3.98236 0.25860 -1.47795  0.38
O 4.28432 2.93305 2.55774  -0.59
H 3.32935 2.90341 2.49948  0.39
H 4.53794 3.65143 1.97821  0.26
O 3.37765 -4.38364 -1.29759  -0.60
H 2.96744 -3.58173 -1.62149  0.26
H 3.71369 -4.14884 -0.43262  0.29
O 1.70794 3.30220 1.50018  -0.66
H 1.83209 3.00011 0.60043  0.30
H 0.82741 3.00768 1.73288  0.39
O 2.91459 0.12142 -4.77013  -0.64
H 2.49796 -0.15205 -3.95289  0.33
H 3.85323 0.05098 -4.59625  0.29
O 1.41296 -3.26345 1.56986  -0.62
H 0.84552 -4.01572 1.40154  0.28
H 2.29172 -3.63652 1.63945  0.26
O -1.59587 -1.15145 3.23547  -0.69
H -1.27705 -1.20421 2.33447  0.30
H -1.31718 -0.28731 3.53845  0.23
O -1.37205 3.15440 1.05793  -0.55
H -0.92596 2.73669 0.32121  0.24
H -1.61275 4.02171 0.73223  0.24
O -1.52475 2.28443 3.59803  -0.58
H -2.34695 2.54354 4.01407  0.29
H -1.53240 2.73208 2.75199  0.40
O -0.10720 -0.16604 0.62472  -0.14
H 0.40031 -0.58207 -0.07212  0.21
H -0.71566 0.41293 0.16557  0.09
O -2.84822 0.89265 -1.60791  -0.59
H -2.04084 1.37205 -1.42204  0.22
H -2.63444 0.34688 -2.36466  0.32
O -4.79981 -0.37775 -0.24540  -0.58
H -4.11555 0.10071 -0.71349  0.42
H -4.99958 0.17030 0.51351  0.27

The calculation puts the relative energy (zero: lowest compared OMol25 entry of this formula, charge and spin) at 3.458 eV. The largest force on an atom is 0.0265 Eh/bohr. The value obtained for the HOMO-LUMO gap is 9.40 eV.

Copy entry 1 word for word.
This record from the Open Molecules 2025 dataset describes an isolated molecule of C19H22N4O4S. The level of theory is ωB97M-V with the def2-TZVPD basis set.

Last column: Mulliken charge in e.
Atoms and positions in Å:
C -3.29800 -2.41822 -1.51605  -0.96
C -4.26526 -1.31630 -1.93427  -0.64
C -3.73134 0.08467 -1.63098  -0.34
C -3.76742 0.41761 -0.14028  0.04
H -4.79966 0.37292 0.21086  0.38
H -3.19391 -0.31420 0.42768  -0.01
C -3.22113 1.81473 0.16536  -1.16
N -1.82621 1.95195 -0.19234  -0.14
C -0.82572 1.84055 0.70219  0.15
O -1.00276 1.70864 1.90147  -0.69
C 0.55431 1.86265 0.13191  1.10
C 1.56284 2.48686 0.86013  -0.55
C 2.88665 2.32966 0.50949  -0.69
C 3.22748 1.50760 -0.56316  -0.25
C 2.21881 0.96927 -1.35926  -0.56
C 0.89387 1.14819 -1.01341  -0.62
H 0.12661 0.67063 -1.60614  0.30
H 2.50116 0.36951 -2.20953  0.68
N 4.54273 1.10521 -0.78893  -0.31
S 4.81927 -0.57861 -0.68009  1.23
O 6.13442 -0.69645 -0.12989  -0.72
O 4.54181 -1.17679 -1.94757  -0.64
C 3.53565 -1.03822 0.47894  0.04
C 3.57390 -0.49562 1.75303  -0.56
C 2.44211 -0.49150 2.55579  -1.14
C 1.28077 -1.02276 2.02385  0.65
N -0.00179 -1.09105 2.50404  0.02
C -0.83114 -1.68210 1.57453  -0.09
O -2.01901 -1.86587 1.65622  -0.63
N -0.01521 -2.04539 0.51817  0.07
C 1.27419 -1.63361 0.75038  0.53
C 2.40154 -1.63883 -0.04366  -0.71
H 2.42453 -2.04810 -1.03940  0.50
H -0.35574 -2.50484 -0.30943  0.19
H -0.35809 -0.58656 3.29954  0.30
H 2.45448 -0.04781 3.53748  0.42
H 4.49752 -0.06096 2.10069  0.51
H 5.22793 1.59105 -0.22715  0.42
H 3.66578 2.79346 1.09690  0.34
H 1.29277 3.06084 1.73331  0.48
H -1.60113 2.05448 -1.16817  0.34
H -3.79501 2.57570 -0.37227  0.47
H -3.28755 2.00386 1.23889  0.39
H -4.33259 0.82107 -2.17200  0.32
H -2.70641 0.15421 -2.00475  0.04
H -4.45295 -1.39823 -3.00812  0.34
H -5.21798 -1.45564 -1.42036  0.33
H -3.10156 -2.37818 -0.44813  0.21
H -2.35677 -2.31504 -2.05580  0.22
H -3.71677 -3.39442 -1.74971  0.39

As for the SMILES: CCCCCNC(=O)c1ccc(NS(=O)(=O)c2ccc3[nH]c(=O)[nH]c3c2)cc1. The calculation puts the relative energy (zero: lowest compared OMol25 entry of this formula, charge and spin) at 0.523 eV. The largest force on an atom is 0.0194 Eh/bohr. The value obtained for the HOMO-LUMO gap is 9.03 eV.